# 1
Entry from the OMol25 dataset: an isolated ion of composition CH3NO3P and charge -1 at a distorted geometry (ωB97M-V/def2-TZVPD).

XYZ file:
```
9
Properties=species:S:1:pos:R:3:nbo_charge:R:1
C -0.21018 0.05423 0.05986 -1.0270
P -1.65167 1.17962 -0.49254 1.2914
O -2.31070 1.42733 0.79368 -1.1791
O -2.83212 -0.11376 -1.05630 -0.6454
N -3.44256 -0.83040 -0.12832 0.3138
O -2.81845 -1.04623 0.83840 -0.3593
H 0.05423 -0.80238 -0.56916 0.2019
H -0.20530 -0.28064 1.15495 0.2191
H 0.50906 0.91930 0.04795 0.1846
```

The structure (SMILES) is CP([O-])ON=O. Its HOMO-LUMO gap is 0.2909 Eh. The spin multiplicity is 1. The value obtained for the HOMO energy is -3.29 eV. The total charge is -1.



# 2
Entry from the OMol25 dataset: a 6-piece molecular cluster, C20H44N4O6 overall at a distorted geometry (ωB97M-V/def2-TZVPD).

XYZ file:
```
74
Properties=species:S:1:pos:R:3:lowdin_spin:R:1
N 0.29566 0.46315 -1.33070 -0.0004
H -0.33973 -0.27538 -1.59707 -0.0003
H -0.22188 1.20502 -0.88137 -0.0001
H 0.80256 0.74043 -2.15911 -0.0002
H 1.03362 0.09158 -0.74980 0.0000
N 3.50102 -0.61861 -3.94799 0.0000
H 3.38912 -1.44912 -3.38423 0.0000
H 3.01575 -0.69638 -4.83035 0.0000
H 4.46922 -0.61311 -4.23551 0.0000
H 3.24500 0.22733 -3.45917 0.0000
C -3.12395 -1.61334 -4.43860 0.1056
C -3.82430 -1.55932 -5.70385 0.0005
C -3.84516 -0.14501 -6.45225 0.0164
O -4.57315 -0.00702 -7.49270 0.1386
C -2.94280 0.87888 -5.87807 0.3638
C -2.24492 0.62751 -4.73015 0.0124
C -2.35408 -0.67013 -3.96677 0.0053
O -1.66930 -1.01207 -2.89107 0.0699
O -1.36463 1.54228 -4.39389 0.2802
O -4.47906 -2.53546 -6.08326 -0.0093
H -3.36076 -2.47621 -3.83380 0.0039
H -2.73556 1.79548 -6.41032 0.0138
O 2.70191 -0.13475 0.09863 0.0000
C 3.76049 0.71326 -0.40824 0.0000
C 3.52528 1.95811 -1.36158 0.0000
O 2.67973 1.85552 -2.54922 0.0000
H 4.64497 0.17413 -0.74754 0.0000
H 4.24701 1.08729 0.49259 0.0000
H 4.49316 2.44922 -1.46215 0.0000
H 2.99737 2.69844 -0.76049 0.0000
C -0.65417 -2.06947 1.47703 0.0000
C -0.53196 -2.24508 2.94744 0.0000
N 0.79871 -2.82615 3.22950 0.0000
C 0.77905 -4.26462 2.99441 0.0000
C 0.15006 -5.11431 4.05253 0.0000
C 1.43449 -2.47999 4.52431 0.0000
C 1.99745 -0.97188 4.29475 0.0000
H 0.26371 -1.66375 1.05162 0.0000
H -1.53795 -1.45619 1.30121 0.0000
H -0.84695 -3.00713 0.95575 0.0000
H -0.75509 -1.33589 3.50573 0.0000
H -1.29561 -2.87887 3.39826 0.0000
H 0.61797 -4.61000 1.97321 0.0000
H 1.81612 -4.58855 3.08191 0.0000
H 0.36867 -6.16112 3.84159 0.0000
H 0.28334 -4.95443 5.12247 0.0000
H -0.93769 -5.05932 4.00912 0.0000
H 2.27460 -3.16015 4.66466 0.0000
H 0.79259 -2.47684 5.40524 0.0000
H 2.82897 -0.98054 3.59005 0.0000
H 2.38227 -0.64422 5.26049 0.0000
H 1.29245 -0.19609 3.99605 0.0000
C -3.16660 1.28637 0.03922 0.0000
C -2.19524 1.79837 1.19589 0.0000
N -0.93673 2.28976 0.66160 0.0000
C -1.16779 3.70121 0.21757 0.0000
C 0.04876 4.39927 -0.50934 0.0000
C 0.17078 2.03950 1.63028 0.0000
C -0.02885 2.56105 3.05426 0.0000
H -2.65785 0.58916 -0.62649 0.0001
H -3.49933 2.13094 -0.56418 0.0000
H -4.05296 0.88131 0.52747 0.0000
H -2.65810 2.48676 1.90297 0.0000
H -1.97403 0.91419 1.79371 0.0000
H -2.06940 3.83393 -0.38041 0.0000
H -1.42614 4.21267 1.14481 0.0000
H -0.27674 5.34953 -0.93259 0.0000
H 0.89494 4.46797 0.17431 0.0000
H 0.34927 3.77352 -1.34971 0.0000
H 1.06162 2.47097 1.17384 0.0000
H 0.41592 0.97782 1.60110 0.0000
H 0.99563 2.58396 3.42575 0.0000
H -0.75105 2.08658 3.71864 0.0000
H -0.31961 3.60831 2.97165 0.0000
```

As for the expectation value of S²: 0.787. Its HOMO-LUMO gap (spin up / spin down) is 0.1970 / 0.1382 Eh. The spin multiplicity is 2. The value obtained for the HOMO energy (spin up / spin down) is -3.66 / -3.66 eV. The total charge is -1.



# 3
Entry from the OMol25 dataset: C21H16N7O6RuS as an isolated structure (ωB97M-V/def2-TZVPD).

XYZ file:
```
52
Properties=species:S:1:pos:R:3:nbo_charge:R:1
Ru -0.44370 -0.16917 -0.29472 0.9598
O -2.46226 0.37745 -3.76315 -0.6031
C -2.04789 0.13357 -2.65123 0.7400
O -0.80137 -0.01992 -2.30178 -0.6721
C -3.02880 0.03120 -1.48730 0.0846
C -4.40769 0.03924 -1.56432 -0.1969
C -5.13252 -0.08569 -0.38159 -0.1650
C -4.47657 -0.21048 0.83787 -0.1954
C -3.09325 -0.20946 0.84121 0.1069
N -2.43180 -0.08193 -0.30267 -0.3693
C -2.16941 -0.36973 2.04169 0.7424
O -2.64200 -0.39575 3.15976 -0.6177
O -0.92377 -0.48007 1.70958 -0.6641
H -4.87911 0.13061 -2.53257 0.2518
H -6.21414 -0.09265 -0.41377 0.2272
H -5.00090 -0.31718 1.77704 0.2527
N -0.68349 2.24418 -0.49716 -0.6218
N -0.45709 3.11794 0.57508 -0.4474
C 0.32599 2.73298 1.63902 0.6212
N 0.42620 3.65614 2.61050 -0.7955
N 0.88868 1.55875 1.53647 -0.4603
N 1.59374 1.04678 2.61336 0.6452
O 2.18361 0.02281 2.38290 -0.3451
O 1.60722 1.61021 3.70646 -0.4513
H -0.11065 2.46988 -1.30561 0.3870
H -1.65789 2.32986 -0.76463 0.3866
H -0.51210 4.10757 0.39023 0.3826
H -0.28622 4.36373 2.66661 0.3985
H 0.84971 3.32283 3.46633 0.4483
S 3.64166 -2.10430 -0.61288 0.4271
C 3.96499 -0.40308 -0.71338 -0.1326
C 5.19611 0.23022 -0.84089 -0.2308
C 5.21520 1.60692 -0.93143 -0.2133
C 4.02304 2.33602 -0.89708 -0.1986
C 2.80426 1.70368 -0.76262 -0.2031
C 2.76596 0.31409 -0.66390 0.1109
N 1.63976 -0.48971 -0.53059 -0.4458
C 1.95590 -1.76030 -0.50791 0.1247
C 0.89620 -2.73757 -0.42511 -0.1030
C 1.10443 -4.11549 -0.42699 -0.1764
C 0.01512 -4.96213 -0.37468 -0.2356
C -1.26693 -4.42191 -0.32382 -0.1736
C -1.46528 -3.04865 -0.31685 -0.2497
C -0.38463 -2.16976 -0.36392 -0.0247
H 6.11278 -0.34328 -0.87242 0.2235
H 6.15931 2.12481 -1.03262 0.2193
H 4.05724 3.41475 -0.97596 0.2136
H 1.89223 2.27635 -0.72057 0.2002
H 2.10952 -4.52029 -0.46948 0.2097
H 0.15564 -6.03456 -0.37399 0.2154
H -2.12339 -5.08404 -0.28581 0.2119
H -2.48163 -2.67550 -0.27069 0.2011
```

As for the expectation value of S²: 0.755. Its HOMO-LUMO gap (spin up / spin down) is 0.3009 / 0.2836 Eh. The spin multiplicity is 2. The value obtained for the HOMO energy (spin up / spin down) is -8.29 / -8.15 eV.



# 4
Entry from the OMol25 dataset: C13H17N3O2S as an isolated structure at a distorted geometry (ωB97M-V/def2-TZVPD).

XYZ file:
```
36
Properties=species:S:1:pos:R:3:nbo_charge:R:1
C -5.69650 -1.49766 0.55572 -0.5585
H -6.17293 -0.87206 -0.19853 0.1943
H -6.18487 -1.61275 1.32838 0.2058
H -5.49309 -2.47126 -0.06291 0.1797
C -4.41706 -0.99092 0.71147 -0.3189
C -3.62855 -0.59039 -0.29007 -0.6023
H -4.13193 0.07338 -0.85592 0.2342
H -3.29339 -1.38143 -0.99269 0.2251
S -2.12387 0.33906 0.15980 2.0430
O -1.29710 -0.63437 1.08297 -0.9131
O -2.48764 1.79078 0.81685 -0.8917
N -1.35621 0.69445 -1.30718 -0.6600
C -0.41640 -0.71025 -1.73505 -0.1220
C 0.93300 -0.42568 -0.95268 0.3792
N 1.75584 -1.51039 -1.12217 -0.4563
C 2.79075 -1.05891 -0.18470 0.1020
C 4.10334 -1.80850 0.04617 -0.1931
C 4.96134 -0.97298 0.78728 -0.2035
C 4.85558 0.50004 1.04980 -0.2312
C 3.53098 1.07586 0.93992 -0.1761
C 2.57572 0.29966 0.01584 0.0753
N 1.25000 0.70494 -0.20671 -0.3435
C 0.61225 1.93733 -0.12896 -0.2224
C -0.58110 1.89977 -1.03699 -0.2294
H -1.22702 2.81044 -1.20241 0.2725
H -0.04498 2.02935 -2.23070 0.1795
H 1.29212 2.49937 -0.31582 0.2019
H 0.22260 2.01274 0.79117 0.2206
H 3.29012 2.00567 1.25531 0.1945
H 5.54374 0.88232 1.74362 0.2094
H 5.95634 -1.26188 0.90997 0.1949
H 4.22428 -2.68549 -0.44588 0.2248
H -0.91729 -1.41110 -1.32423 0.1965
H -0.36316 -0.63220 -2.73702 0.2132
H -3.90560 -1.51826 1.54530 0.2367
H -4.60932 0.32458 1.42338 0.1393
```

Its HOMO-LUMO gap is 0.3321 Eh. The spin multiplicity is 1. The value obtained for the HOMO energy is -8.47 eV.



# 5
Entry from the OMol25 dataset: a 2-piece molecular cluster, C5H13NO overall (ωB97M-V/def2-TZVPD).

XYZ file:
```
20
Properties=species:S:1:pos:R:3:nbo_charge:R:1
C 0.85107 0.77350 -1.37520 -0.5390
C -0.05187 1.23631 -0.51469 0.2042
N -0.21017 2.59029 -0.21569 -0.8088
C -1.01628 0.32343 0.20573 -0.4414
C -0.36264 -0.82144 0.97871 -0.3991
C 0.24769 -0.33958 2.29556 -0.6155
H 1.10055 -0.26608 -1.49782 0.2106
H 1.56107 1.44897 -1.82604 0.1863
H -1.17298 2.85833 -0.08827 0.3689
H 0.25886 3.19783 -0.87439 0.3716
H -1.75506 -0.04117 -0.51632 0.2162
H -1.62429 0.92899 0.88303 0.1946
H 0.39896 -1.22218 0.31173 0.2310
H -1.10082 -1.60523 1.16440 0.1912
H -0.43877 -0.38897 3.13383 0.2033
H 0.64915 0.67020 2.16525 0.2109
H 1.13430 -0.92612 2.54314 0.2097
O 0.56466 -2.97680 -1.25692 -0.9462
H -0.34321 -3.27740 -1.08362 0.4755
H 0.70818 -2.98714 -2.21778 0.4760
```

The structure (SMILES) is C=C(N)CCC.O. Its HOMO-LUMO gap is 0.3271 Eh. The spin multiplicity is 1. The value obtained for the HOMO energy is -8.10 eV.